No. 1
The following is a quantum chemistry calculation of a structure of composition C49H46N5O5TeTi, from the OMol25 dataset.

Positions of all 107 atoms, in Å:
Ti (0.2012, 0.1069, -0.1614)
C (1.6960, 2.4690, 3.0726)
C (0.6991, 1.6354, 2.3098)
O (0.7849, 1.6779, 1.0389)
C (-0.2323, 0.8897, 3.0283)
C (-1.3044, 0.1731, 2.4733)
C (-2.3257, -0.4169, 3.4045)
N (-1.4563, 0.0351, 1.1655)
N (-2.6095, -0.6463, 0.7889)
C (-3.2558, -0.1963, -0.2151)
O (-3.0784, 0.9976, -0.8152)
C (-4.4169, -0.9963, -0.6982)
C (-4.6055, -2.3072, -0.2608)
C (-5.6687, -3.0564, -0.7337)
C (-6.5612, -2.5099, -1.6493)
C (-6.3859, -1.2035, -2.0803)
C (-5.3205, -0.4499, -1.6058)
H (2.1540, 3.1970, 2.4054)
H (2.4756, 1.8044, 3.4593)
H (1.2308, 2.9776, 3.9167)
H (-0.1689, 0.9263, 4.1065)
H (-1.9875, -0.3312, 4.4343)
H (-2.4857, -1.4668, 3.1571)
H (-3.2854, 0.0909, 3.2939)
H (-3.8964, -2.7233, 0.4420)
H (-5.8007, -4.0759, -0.3923)
H (-7.3895, -3.0998, -2.0216)
H (-7.0822, -0.7662, -2.7850)
H (-5.1877, 0.5763, -1.9230)
C (-2.3953, 2.6637, -2.3330)
C (-2.0446, 1.2378, -1.8988)
O (-0.8163, 1.1387, -1.4131)
N (-2.2352, 0.2924, -2.9842)
C (-1.2565, -0.7618, -3.1890)
C (-1.2942, -1.9323, -2.2300)
C (-1.9148, -3.1215, -2.5923)
C (-1.9189, -4.1900, -1.7132)
C (-1.3046, -4.0401, -0.4810)
C (-0.7157, -2.8260, -0.1817)
N (-0.7005, -1.7980, -1.0363)
H (-1.4636, 3.1772, -2.5665)
H (-2.9000, 3.1927, -1.5274)
H (-3.0272, 2.6516, -3.2201)
H (-3.1936, -0.0076, -3.0822)
H (-0.2625, -0.3152, -3.1441)
H (-1.4068, -1.1515, -4.1986)
H (-2.3863, -3.1958, -3.5638)
H (-2.3971, -5.1230, -1.9843)
H (-1.2769, -4.8385, 0.2469)
H (-0.2247, -2.6635, 0.7695)
C (6.6383, 0.9424, 1.8573)
C (5.2472, 0.4168, 1.6111)
C (4.5207, -0.1591, 2.6354)
C (3.2344, -0.7498, 2.4341)
C (2.5514, -1.2968, 3.5777)
O (2.8859, -0.9930, 4.7436)
C (1.5133, -2.3688, 3.4327)
C (1.6089, -3.3742, 2.4712)
C (0.7210, -4.4401, 2.4664)
C (-0.3034, -4.5045, 3.4024)
C (-0.4132, -3.5019, 4.3608)
C (0.4996, -2.4594, 4.3859)
C (2.6451, -0.6108, 1.1486)
O (1.3711, -0.9675, 0.9438)
C (3.3560, 0.0417, 0.1269)
C (4.6797, 0.5105, 0.3403)
C (2.5982, 0.3987, -1.0778)
N (1.9034, -0.4474, -1.7943)
C (2.2621, -1.8615, -1.6957)
C (3.6484, -2.0691, -2.2961)
Te (4.2527, -4.1152, -2.2636)
C (4.4731, -4.2903, -0.1750)
C (4.1725, -5.5193, 0.4076)
C (4.3965, -5.7200, 1.7621)
C (4.8983, -4.6896, 2.5464)
C (5.1771, -3.4606, 1.9696)
C (4.9749, -3.2570, 0.6101)
C (2.5562, 1.8246, -1.5314)
C (2.9115, 2.8712, -0.6810)
C (2.8291, 4.1846, -1.1130)
C (2.3879, 4.4732, -2.3980)
C (2.0331, 3.4381, -3.2522)
C (2.1210, 2.1240, -2.8221)
H (6.8638, 0.9586, 2.9239)
H (6.7530, 1.9571, 1.4681)
H (7.3894, 0.3194, 1.3649)
H (4.9265, -0.2049, 3.6395)
H (2.3990, -3.3303, 1.7324)
H (0.8386, -5.2258, 1.7277)
H (-1.0008, -5.3341, 3.3964)
H (-1.2066, -3.5442, 5.0982)
H (0.4552, -1.6957, 5.1523)
H (5.2081, 1.0046, -0.4673)
H (1.5400, -2.4309, -2.2839)
H (2.2294, -2.2468, -0.6733)
H (4.4065, -1.4893, -1.7714)
H (3.6677, -1.7778, -3.3468)
H (3.7572, -6.3194, -0.1950)
H (4.1579, -6.6777, 2.2085)
H (5.0479, -4.8338, 3.6085)
H (5.5346, -2.6375, 2.5749)
H (5.1984, -2.2820, 0.1885)
H (3.2316, 2.6427, 0.3250)
H (3.0986, 4.9884, -0.4390)
H (2.3192, 5.5018, -2.7312)
H (1.6876, 3.6555, -4.2556)
H (1.8438, 1.3076, -3.4750)

E_LUMO (spin up / spin down) (eV): 2.12 / 2.11
2S+1: 3
Total charge: -1
Max |F| (eV Å⁻¹): 0.59
Orbital gap (spin up / spin down) (eV): 3.70 / 7.12
Relative energy (zero: lowest compared OMol25 entry of this formula, charge and spin) (kcal/mol): 30.82

***

No. 2
The following is a quantum chemistry calculation of a structure of composition C49H47BrCl2KN7O2Si, from the OMol25 dataset.

Positions of all 110 atoms, in Å:
K (-1.4848, -0.3966, -0.1115)
Cl (-7.8840, 3.0857, -1.3414)
C (-6.4188, 2.1776, -1.6331)
C (-5.5062, 2.0238, -0.6063)
C (-4.3201, 1.3086, -0.7634)
N (-3.5222, 1.0615, 0.3665)
C (-2.9650, 2.0775, 0.9865)
O (-2.8694, 3.2821, 0.6474)
C (-2.3176, 1.7412, 2.3233)
C (-2.9464, 2.1784, 3.4876)
C (-2.3052, 1.9869, 4.6957)
C (-1.0588, 1.3726, 4.7049)
C (-0.5172, 0.9564, 3.5013)
N (-1.1341, 1.1289, 2.3281)
C (-4.0397, 0.7292, -2.0288)
C (-4.9842, 0.8895, -3.0481)
C (-6.1559, 1.5983, -2.8623)
Cl (-7.2828, 1.7382, -4.1929)
N (-2.9358, -0.1091, -2.1934)
C (-2.2735, -0.0990, -3.3330)
O (-2.3314, 0.6852, -4.3018)
C (-1.2973, -1.2744, -3.4935)
C (-0.6699, -1.4205, -4.7310)
C (0.1370, -2.5197, -4.9534)
C (0.3047, -3.4437, -3.9322)
C (-0.3251, -3.1977, -2.7225)
N (-1.1052, -2.1438, -2.4962)
H (-5.7135, 2.4695, 0.3575)
H (-3.9070, 2.6717, 3.4196)
H (-2.7620, 2.3199, 5.6210)
H (-0.5095, 1.2134, 5.6234)
H (0.4486, 0.4629, 3.4641)
H (-4.7764, 0.4634, -4.0189)
H (-0.8557, -0.6595, -5.4753)
H (0.6277, -2.6614, -5.9096)
H (0.9223, -4.3228, -4.0603)
H (-0.1964, -3.8775, -1.8841)
C (3.6807, 1.0388, 3.1182)
C (2.8344, -0.1734, 2.8249)
C (2.5073, -1.0685, 3.8723)
C (1.3618, -1.8831, 3.6589)
C (0.9112, -2.0330, 2.3913)
Br (-0.8578, -2.7404, 2.0338)
N (1.6727, -1.6292, 1.2749)
C (2.2968, -0.3542, 1.5796)
H (3.1458, 1.7568, 3.7455)
H (3.9931, 1.5416, 2.2001)
H (4.5870, 0.7444, 3.6561)
H (2.9153, -0.9345, 4.8667)
H (0.7989, -2.2915, 4.4916)
H (2.2995, 0.3948, 0.7948)
C (2.6845, -2.6373, 0.9370)
Si (3.8021, -2.1017, -0.4734)
C (2.8207, -1.3657, -1.9234)
N (2.2953, -0.0117, -1.8428)
C (1.2447, 0.2526, -2.8350)
C (1.8000, 0.7598, -4.1620)
C (2.5106, 2.1115, -3.9451)
C (2.8963, 2.2960, -2.4714)
C (3.3752, 0.9750, -1.8895)
C (5.3374, -1.1324, 0.0310)
C (5.6357, -0.8829, 1.3713)
C (6.7964, -0.2098, 1.7332)
C (7.6809, 0.2320, 0.7603)
C (7.4060, -0.0118, -0.5794)
C (6.2494, -0.6917, -0.9328)
C (4.4862, -3.7270, -1.1910)
C (3.5904, -4.6914, -1.6628)
C (4.0261, -5.8990, -2.1893)
C (5.3847, -6.1775, -2.2527)
C (6.2940, -5.2418, -1.7835)
C (5.8465, -4.0341, -1.2606)
H (3.2940, -2.8830, 1.8234)
H (2.1923, -3.5701, 0.6334)
H (1.9730, -2.0592, -2.0019)
H (3.4160, -1.5210, -2.8473)
H (0.5466, 0.9972, -2.4393)
H (0.6751, -0.6659, -2.9751)
H (0.9886, 0.8461, -4.8871)
H (2.5005, 0.0193, -4.5606)
H (1.8698, 2.9359, -4.2655)
H (3.4139, 2.1560, -4.5617)
H (2.0440, 2.6623, -1.8962)
H (3.6857, 3.0443, -2.3709)
H (3.7915, 1.1059, -0.8853)
H (4.2047, 0.6064, -2.5220)
H (4.9390, -1.1947, 2.1420)
H (6.9998, -0.0192, 2.7804)
H (8.5791, 0.7688, 1.0424)
H (8.0908, 0.3296, -1.3470)
H (6.0540, -0.8825, -1.9835)
H (2.5247, -4.4977, -1.6141)
H (3.3056, -6.6262, -2.5452)
H (5.7310, -7.1202, -2.6597)
H (7.3568, -5.4518, -1.8201)
H (6.5754, -3.3213, -0.8932)
N (0.4789, 3.2267, 0.7311)
C (0.5978, 3.8726, 1.9560)
C (1.7943, 3.8090, 2.6750)
C (1.9242, 4.4657, 3.8875)
C (0.8705, 5.2061, 4.4083)
C (-0.3194, 5.2705, 3.6911)
C (-0.4650, 4.6162, 2.4795)
H (0.9953, 2.3581, 0.6856)
H (-0.4852, 3.0964, 0.4467)
H (2.6147, 3.2224, 2.2787)
H (2.8580, 4.3867, 4.4330)
H (0.9694, 5.7116, 5.3611)
H (-1.1611, 5.8253, 4.0906)
H (-1.4074, 4.6260, 1.9422)

E_LUMO (eV): 3.70
Total charge: -2
Max |F| (eV Å⁻¹): 1.16
Orbital gap (eV): 5.01
Relative energy (zero: lowest compared OMol25 entry of this formula, charge and spin) (kcal/mol): 7.57

***

No. 3
The following is a quantum chemistry calculation of a structure of composition C49H48BrF5N6O2PSV, from the OMol25 dataset.

Positions of all 114 atoms, in Å:
V (-0.0635, -0.4536, -0.8713)
C (-3.6867, 0.0117, -2.1310)
C (-3.8348, 0.6319, -0.7440)
C (-5.1559, 0.1576, -0.1457)
P (-2.2365, 0.2247, 0.2049)
C (-2.2041, 1.6974, 1.3896)
C (-0.7723, 2.1055, 1.7316)
C (-3.0176, 1.5663, 2.6697)
C (-2.6597, -1.3591, 0.9813)
C (-3.6953, -1.5536, 1.8919)
C (-4.1392, -2.8137, 2.2518)
C (-5.2976, -2.9945, 3.1896)
C (-3.5358, -3.9248, 1.6517)
C (-2.5075, -3.7738, 0.7630)
C (-2.0059, -2.4929, 0.3984)
N (-1.0024, -2.3454, -0.4663)
C (-0.2748, -3.4760, -0.8731)
C (0.6132, -4.1506, -0.0144)
C (0.7048, -3.8697, 1.4590)
C (1.4971, -5.0782, -0.5449)
C (1.5271, -5.3818, -1.8963)
C (2.6525, -6.1775, -2.4824)
C (0.5305, -4.8478, -2.7008)
C (-0.3777, -3.9286, -2.2017)
C (-1.4920, -3.4301, -3.0745)
H (-4.5884, 0.1627, -2.7260)
H (-3.5208, -1.0631, -2.0371)
H (-2.8509, 0.4555, -2.6645)
H (-3.8549, 1.7257, -0.8458)
H (-5.1642, -0.9284, -0.0770)
H (-5.9758, 0.4599, -0.7985)
H (-5.3494, 0.5765, 0.8377)
H (-2.6309, 2.5039, 0.7767)
H (-0.3391, 1.4209, 2.4564)
H (-0.7702, 3.1070, 2.1633)
H (-0.1447, 2.1145, 0.8409)
H (-2.7059, 0.6815, 3.2179)
H (-4.0854, 1.5053, 2.4687)
H (-2.8441, 2.4316, 3.3088)
H (-4.1928, -0.7017, 2.3290)
H (-5.6061, -2.0408, 3.6109)
H (-5.0467, -3.6723, 4.0055)
H (-6.1522, -3.4201, 2.6615)
H (-3.8946, -4.9197, 1.8849)
H (-2.0663, -4.6403, 0.2883)
H (-0.2285, -3.4868, 1.8658)
H (1.4895, -3.1343, 1.6498)
H (0.9722, -4.7794, 1.9968)
H (2.2204, -5.5365, 0.1156)
H (3.0778, -6.8653, -1.7548)
H (3.4364, -5.4831, -2.7917)
H (2.3322, -6.7356, -3.3593)
H (0.4748, -5.1309, -3.7458)
H (-1.1876, -3.3875, -4.1178)
H (-1.8134, -2.4432, -2.7493)
H (-2.3439, -4.1087, -2.9925)
Br (3.4480, 7.0519, 3.3600)
C (3.2077, 6.9354, 1.4654)
C (4.2332, 7.3437, 0.6249)
C (4.0741, 7.2247, -0.7368)
C (2.9098, 6.6543, -1.2844)
C (1.8750, 6.2838, -0.4014)
C (2.0250, 6.4221, 0.9572)
N (2.7771, 6.6378, -2.6383)
N (2.1054, 5.7916, -3.3047)
C (1.7786, 4.5492, -2.9129)
C (0.6280, 4.0034, -3.5182)
C (0.0581, 2.8340, -3.0846)
C (0.6301, 2.0934, -2.0283)
O (0.1351, 0.9996, -1.5793)
C (1.8643, 2.5672, -1.4524)
N (2.3909, 1.8395, -0.4554)
C (3.5624, 2.1820, 0.0316)
C (4.3402, 3.2022, -0.5121)
C (3.8026, 3.9683, -1.5236)
C (2.4900, 3.7334, -1.9563)
H (5.1471, 7.7490, 1.0382)
H (4.8701, 7.5189, -1.4050)
H (0.9543, 5.8834, -0.8036)
H (1.2280, 6.1230, 1.6217)
H (0.1590, 4.5893, -4.2940)
H (-0.8598, 2.4692, -3.5267)
H (3.9138, 1.5997, 0.8752)
H (5.3386, 3.3965, -0.1499)
H (4.3945, 4.7367, -1.9969)
S (2.9808, -1.0969, 0.6597)
C (1.4270, -0.8025, 0.2948)
N (0.3157, -0.7218, 0.9943)
C (-0.2577, -0.8447, 2.1389)
N (0.2883, -0.9150, 3.3524)
C (1.6985, -0.7768, 3.6980)
C (1.8702, 0.3170, 4.7540)
O (1.0674, 0.0711, 5.8911)
C (-0.2896, 0.0151, 5.5242)
C (-0.5421, -1.1179, 4.5216)
H (2.2783, -0.5278, 2.8084)
H (2.0634, -1.7316, 4.0960)
H (1.6147, 1.2970, 4.3209)
H (2.9036, 0.3473, 5.1028)
H (-0.5917, 0.9702, 5.0677)
H (-0.8543, -0.1396, 6.4451)
H (-1.5931, -1.1437, 4.2296)
H (-0.2770, -2.0747, 4.9918)
F (-0.9238, -0.0463, -3.7208)
C (0.2580, -0.7209, -3.7919)
C (0.7867, -1.2115, -2.6054)
C (1.9265, -1.9827, -2.7930)
F (2.5086, -2.5655, -1.7305)
C (2.5061, -2.2295, -4.0320)
F (3.5991, -3.0135, -4.1323)
C (1.9605, -1.6616, -5.1754)
F (2.5279, -1.8677, -6.3811)
C (0.8108, -0.8916, -5.0529)
F (0.2436, -0.3275, -6.1403)

E_LUMO (spin up / spin down) (eV): 0.96 / 0.95
2S+1: 2
Total charge: -1
Max |F| (eV Å⁻¹): 8.11
Orbital gap (spin up / spin down) (eV): 4.57 / 4.62

***

No. 4
The following is a quantum chemistry calculation of a structure of composition C49H48FeN7O3P2S2, from the OMol25 dataset.

Positions of all 112 atoms, in Å:
Fe (0.1304, 0.1116, 0.1704)
C (3.2271, -0.4315, 1.9293)
N (2.6205, 0.3979, 2.9236)
C (1.4059, -0.1072, 3.4911)
P (-0.0770, 0.3190, 2.4923)
C (-1.3595, -0.7211, 3.2396)
C (-1.2355, -2.1068, 3.1264)
C (-2.1507, -2.9423, 3.7431)
C (-3.1999, -2.4047, 4.4774)
C (-3.3221, -1.0298, 4.6044)
C (-2.4035, -0.1867, 3.9939)
C (-0.5165, 2.0261, 2.9107)
C (-1.6959, 2.5778, 2.4004)
C (-2.0282, 3.8943, 2.6702)
C (-1.1851, 4.6850, 3.4432)
C (-0.0215, 4.1428, 3.9638)
C (0.3083, 2.8171, 3.7071)
C (3.3659, 1.4484, 3.5251)
C (3.4802, 1.5454, 4.9091)
C (4.1821, 2.5997, 5.4765)
C (4.8030, 3.5450, 4.6723)
C (4.7162, 3.4286, 3.2928)
C (3.9919, 2.3935, 2.7191)
P (2.4419, -0.4106, 0.2268)
C (3.6588, 0.6660, -0.6349)
C (4.9527, 0.1559, -0.8060)
C (5.9628, 0.9413, -1.3319)
C (5.7116, 2.2594, -1.6914)
C (4.4471, 2.7846, -1.4961)
C (3.4343, 1.9963, -0.9655)
C (2.9332, -2.0467, -0.4284)
C (3.0712, -3.1699, 0.3893)
C (3.6157, -4.3445, -0.1123)
C (4.0055, -4.4222, -1.4420)
C (3.8193, -3.3293, -2.2774)
C (3.2918, -2.1490, -1.7749)
H (3.2800, -1.4675, 2.2756)
H (4.2510, -0.1000, 1.7651)
H (1.2434, 0.2523, 4.5070)
H (1.4177, -1.2029, 3.5492)
H (-0.4343, -2.5473, 2.5492)
H (-2.0441, -4.0150, 3.6484)
H (-3.9164, -3.0576, 4.9581)
H (-4.1286, -0.6073, 5.1886)
H (-2.5013, 0.8820, 4.1217)
H (-2.3570, 1.9761, 1.7942)
H (-2.9495, 4.3079, 2.2808)
H (-1.4448, 5.7152, 3.6480)
H (0.6362, 4.7435, 4.5783)
H (1.2243, 2.4297, 4.1277)
H (3.0336, 0.7941, 5.5493)
H (4.2623, 2.6668, 6.5535)
H (5.3593, 4.3581, 5.1181)
H (5.2043, 4.1542, 2.6549)
H (3.9107, 2.3213, 1.6404)
H (5.1901, -0.8620, -0.5266)
H (6.9511, 0.5198, -1.4590)
H (6.5001, 2.8702, -2.1100)
H (4.2368, 3.8145, -1.7537)
H (2.4780, 2.4543, -0.8034)
H (2.7682, -3.1501, 1.4275)
H (3.7537, -5.1930, 0.5461)
H (4.4588, -5.3289, -1.8228)
H (4.1162, -3.3777, -3.3172)
H (3.2076, -1.2927, -2.4295)
N (-3.3442, 1.5707, -7.1509)
C (-2.4104, 1.1540, -6.2512)
C (-2.7345, 0.1893, -5.2800)
C (-1.7925, -0.2151, -4.3614)
C (-0.5156, 0.3422, -4.3837)
C (-0.1784, 1.2984, -5.3356)
C (-1.1157, 1.6971, -6.2621)
S (0.6609, -0.1876, -3.2243)
O (1.9610, 0.2966, -3.5885)
O (0.4935, -1.6146, -3.0345)
N (0.2027, 0.4932, -1.7904)
C (0.3203, 1.8343, -1.5919)
N (0.4169, 2.7694, -2.5251)
C (0.5585, 4.0146, -2.0834)
C (0.6211, 4.3473, -0.7340)
C (0.5034, 3.3141, 0.1738)
N (0.3317, 2.0648, -0.2555)
H (-4.2024, 1.0598, -7.2529)
H (-3.0619, 2.1275, -7.9374)
H (-3.7240, -0.2513, -5.2754)
H (-2.0303, -0.9864, -3.6378)
H (0.8174, 1.7190, -5.3404)
H (-0.8535, 2.4333, -7.0116)
H (0.6375, 4.7827, -2.8452)
H (0.7584, 5.3665, -0.4065)
H (0.5587, 3.4759, 1.2412)
C (-3.3130, 1.7848, -1.3829)
C (-2.9106, 0.5699, -0.6099)
C (-3.7695, -0.6490, -0.6156)
O (-1.8522, 0.6050, 0.0169)
H (-4.3293, 1.7374, -1.7623)
H (-2.6204, 1.8737, -2.2284)
H (-3.1745, 2.6718, -0.7622)
H (-4.7948, -0.4231, -0.8962)
H (-3.7244, -1.1446, 0.3534)
H (-3.3491, -1.3446, -1.3493)
S (-0.7277, -1.9460, -0.2225)
C (0.0541, -3.4895, -0.2513)
N (0.4160, -3.8945, -1.4966)
C (0.7493, -5.1614, -1.7634)
C (0.7355, -6.0751, -0.7402)
C (0.4469, -5.5869, 0.5289)
N (0.1168, -4.3201, 0.7745)
H (0.4320, -3.1551, -2.2178)
H (1.0105, -5.3937, -2.7863)
H (0.9734, -7.1136, -0.9111)
H (0.4799, -6.2444, 1.3902)

E_LUMO (spin up / spin down) (eV): -5.83 / -5.68
2S+1: 2
Total charge: +2
Max |F| (eV Å⁻¹): 0.77
Orbital gap (spin up / spin down) (eV): 6.37 / 6.52
Relative energy (zero: lowest compared OMol25 entry of this formula, charge and spin) (kcal/mol): 0.00